Record 1
Entry from the OMol25 dataset: a cluster of 5 separate species, C5H22N2O5 in total in a non-equilibrium geometry (ωB97M-V/def2-TZVPD).

Each atom is followed by the atoms it is bonded to, with distances in Å.
Atoms and positions in Å:
1 H 1.945 -3.339 -0.885  O13 0.953
2 H 1.752 1.542 -0.435  C30 1.085
3 C -1.145 0.948 -0.541  H17 1.081, C20 1.315, C21 1.508
4 H -1.419 -1.547 4.362  O23 0.965
5 H -0.851 -2.472 -3.359  O31 0.958
6 H 0.757 -4.074 -0.445  O13 0.971
7 H 1.974 1.978 1.264  C30 1.078
8 N 1.043 -0.171 2.368  H19 1.022, C26 1.509, H28 1.021, H32 1.051
9 H 3.648 0.452 -0.063  O25 0.955
10 O 0.605 3.108 -2.433  H22 0.962, H27 0.961
11 H -1.452 -0.033 4.500  O23 0.966
12 H -0.414 2.038 1.142  C21 1.093
13 O 1.031 -3.172 -0.674  H1 0.953, H6 0.971
14 H -2.705 -0.461 -0.166  C20 1.079
15 H -3.323 1.017 -2.318  N24 1.026
16 H -0.204 -2.601 -1.905  O31 0.974
17 H -0.635 1.619 -1.219  C3 1.081
18 H 0.813 -0.625 0.322  C26 1.089
19 H 1.430 0.567 2.960  N8 1.022
20 C -2.121 0.125 -0.858  C3 1.315, H14 1.079, N24 1.478
21 C -0.613 0.999 0.869  C3 1.508, H12 1.093, C26 1.535, H34 1.090
22 H 0.761 4.005 -2.745  O10 0.962
23 O -1.154 -0.737 3.910  H4 0.965, H11 0.966
24 N -2.725 0.190 -2.205  H15 1.026, C20 1.478, H29 1.028, H33 1.025
25 O 3.074 0.345 0.693  H9 0.955, C30 1.410
26 C 0.727 0.256 0.955  N8 1.509, H18 1.089, C21 1.535, C30 1.554
27 H 0.167 3.250 -1.590  O10 0.961
28 H 1.754 -0.898 2.275  N8 1.021
29 H -2.073 0.239 -2.998  N24 1.028
30 C 1.930 1.159 0.564  H2 1.085, H7 1.078, O25 1.410, C26 1.554
31 O -0.770 -2.070 -2.492  H5 0.958, H16 0.974
32 H 0.253 -0.571 2.935  N8 1.051
33 H -3.327 -0.608 -2.431  N24 1.025
34 H -1.334 0.702 1.631  C21 1.090

The LUMO energy comes out at -5.625 eV. As for the net charge: +2. The calculation puts the total energy at -18744.310 eV. The energy above the lowest of the compared OMol25 structures with the same formula, charge and spin is 0.1941 eV.

Mulliken population analysis, charges in e, atoms 1 to 5:
1 H 0.319
2 H 0.558
3 C 0.203
4 H 0.296
5 H 0.312


Record 2
Entry from the OMol25 dataset: a cluster of 6 separate species, C5H22NO6 in total in a non-equilibrium geometry (ωB97M-V/def2-TZVPD).

Each atom is followed by the atoms it is bonded to, with distances in Å.
Atoms and positions in Å:
1 H -0.061 2.940 1.572  O13 1.087
2 C 0.577 -1.724 0.491  H5 1.265, N21 1.520, H26 1.076, C27 1.546
3 C -1.076 -0.723 -1.088  H10 1.180, N21 1.487, H24 1.071, C28 1.597
4 H -2.299 -2.500 0.749  C11 1.080
5 H 0.710 -2.618 1.377  C2 1.265
6 O -2.865 1.737 2.597  H12 0.935, H22 1.094
7 H -0.170 0.887 -2.313  C28 1.089
8 H -0.151 0.397 1.135  C27 1.118
9 H 1.586 1.143 0.858  O29 1.134
10 H -1.758 -0.212 -0.271  C3 1.180
11 C -1.614 -2.811 -0.026  H4 1.080, H19 1.141, N21 1.526, H30 1.183
12 H -2.492 0.982 2.190  O6 0.935
13 O -0.936 3.411 2.014  H1 1.087, H18 0.871
14 H 1.001 -2.563 -1.954  O32 0.879
15 H 1.309 2.409 -0.984  O33 0.931
16 H 1.057 0.469 -1.269  C28 1.153
17 H 1.689 3.047 1.324  O31 0.894
18 H -1.208 3.862 1.321  O13 0.871
19 H -1.255 -3.843 0.299  C11 1.141
20 H 2.788 2.144 -1.721  O33 1.015
21 N -0.463 -1.981 -0.587  C2 1.520, C3 1.487, C11 1.526
22 H -2.040 2.454 2.636  O6 1.094
23 H 0.740 -0.594 -2.407  C28 1.012
24 H -1.680 -0.859 -1.962  C3 1.071
25 H 1.967 -1.791 -2.630  O32 1.000
26 H 1.494 -1.818 -0.064  C2 1.076
27 C 0.551 -0.445 1.358  C2 1.546, H8 1.118, O29 1.369, H34 1.174
28 C 0.163 -0.019 -1.808  C3 1.597, H7 1.089, H16 1.153, H23 1.012
29 O 1.799 0.114 1.284  H9 1.134, C27 1.369
30 H -2.432 -2.886 -0.878  C11 1.183
31 O 1.242 2.601 0.692  H17 0.894
32 O 1.584 -2.714 -2.596  H14 0.879, H25 1.000
33 O 1.809 2.409 -1.768  H15 0.931, H20 1.015
34 H 0.436 -0.905 2.432  C27 1.174

The LUMO energy comes out at 3.343 eV. As for the net charge: -1. The calculation puts the total energy at -19314.247 eV. The energy above the lowest of the compared OMol25 structures with the same formula, charge and spin is 5.6332 eV.

Mulliken population analysis, charges in e, atoms 1 to 5:
1 H 0.477
2 C -0.499
3 C -0.365
4 H 0.346
5 H 0.304


Record 3
Entry from the OMol25 dataset: a cluster of 7 separate species, C5H24N2O7 in total in a non-equilibrium geometry (ωB97M-V/def2-TZVPD).

Each atom is followed by the atoms it is bonded to, with distances in Å.
Atoms and positions in Å:
1 H -0.096 2.337 -3.840  O33 0.872
2 H -1.668 -3.032 3.241  O4 0.926
3 C 2.219 -1.896 0.013  H7 1.060, C14 1.472, H17 1.087, C29 1.635
4 O -1.490 -2.630 2.426  H2 0.926, H22 1.034
5 N -0.495 -1.402 -0.235  C9 1.493, C29 1.496, H30 1.074
6 O -1.868 0.299 -2.423  H8 0.931, H20 0.994
7 H 2.517 -1.960 -1.003  C3 1.060
8 H -2.718 0.496 -2.749  O6 0.931
9 C -0.454 -2.080 -1.564  N5 1.493, H11 1.047, H25 1.116, H34 1.144
10 C 0.892 0.448 -0.660  N16 1.493, H21 1.175, H27 1.102, C29 1.574
11 H -1.146 -2.845 -1.746  C9 1.047
12 H -1.843 1.839 0.086  O35 0.962
13 H 0.089 2.924 1.004  O26 1.023
14 C 3.255 -1.341 0.899  C3 1.472, O36 1.238, H37 1.158
15 H -1.221 0.645 2.722  O31 0.969
16 N 1.248 1.549 0.283  C10 1.493, H18 1.042, H38 1.033
17 H 1.887 -2.880 0.330  C3 1.087
18 H 1.862 1.082 0.985  N16 1.042
19 H 0.859 -0.761 1.197  C29 1.132
20 H -2.055 0.096 -1.468  O6 0.994
21 H -0.153 0.834 -1.033  C10 1.175
22 H -1.637 -1.611 2.522  O4 1.034
23 H -3.192 2.289 0.510  O35 0.961
24 H -0.423 1.134 -2.918  O33 1.030
25 H 0.528 -2.531 -1.841  C9 1.116
26 O -0.841 3.202 1.330  H13 1.023, H28 0.981
27 H 1.562 0.550 -1.530  C10 1.102
28 H -0.706 4.099 1.704  O26 0.981
29 C 0.894 -0.942 0.080  C3 1.635, N5 1.496, C10 1.574, H19 1.132
30 H -0.948 -2.061 0.482  N5 1.074
31 O -1.876 0.033 2.353  H15 0.969, H32 0.982
32 H -1.715 0.135 1.390  O31 0.982
33 O 0.296 1.709 -3.379  H1 0.872, H24 1.030
34 H -0.719 -1.444 -2.476  C9 1.144
35 O -2.758 1.821 -0.209  H12 0.962, H23 0.961
36 O 3.432 -0.145 1.165  C14 1.238
37 H 3.846 -2.094 1.550  C14 1.158
38 H 1.821 2.279 -0.169  N16 1.033

The LUMO energy (alpha / beta) comes out at 2.776 / 2.764 eV. As for the net charge: -1. The calculation puts the total energy at -22884.566 eV. As for the spin multiplicity: 2. The energy above the lowest of the compared OMol25 structures with the same formula, charge and spin is 2.4763 eV.

Mulliken population analysis, charges in e, atoms 1 to 5:
1 H 0.258
2 H 0.275
3 C -0.926
4 O -0.696
5 N -0.120


Record 4
Entry from the OMol25 dataset: a cluster of 6 separate species, C5H24N3O5 in total in a non-equilibrium geometry (ωB97M-V/def2-TZVPD).

Each atom is followed by the atoms it is bonded to, with distances in Å.
Atoms and positions in Å:
1 H 1.207 -2.349 2.540  C9 1.060
2 H 0.593 1.251 3.140  N24 1.003
3 H 1.596 -0.851 3.195  C9 1.104
4 C 1.156 -1.104 -1.349  N13 1.350, N14 1.362, H17 1.111
5 O -1.215 -2.240 -0.865  H25 0.985, H35 0.912
6 H 0.717 2.284 0.984  O19 1.050
7 C -0.807 0.412 1.851  H11 1.095, C20 1.526, H21 1.113, N24 1.488
8 C 1.779 -0.894 1.059  C9 1.542, N14 1.475, H27 1.152, H29 1.125
9 C 1.055 -1.317 2.352  H1 1.060, H3 1.104, C8 1.542, C20 1.527
10 H 1.786 0.927 -1.003  N13 1.090
11 H -0.620 0.475 0.774  C7 1.095
12 H -0.078 0.431 -4.763  O15 1.000
13 N 1.620 0.111 -1.707  C4 1.350, H10 1.090, H18 1.057
14 N 1.239 -1.634 -0.097  C4 1.362, C8 1.475, H31 0.954
15 O 0.105 -0.003 -3.881  H12 1.000, H16 0.932
16 H -0.701 0.026 -3.414  O15 0.932
17 H 0.818 -1.772 -2.169  C4 1.111
18 H 1.452 0.450 -2.694  N13 1.057
19 O 0.968 2.365 -0.032  H6 1.050, H34 0.985
20 C -0.430 -0.962 2.397  C7 1.526, C9 1.527, H23 1.125, H28 1.122
21 H -1.910 0.516 1.965  C7 1.113
22 O -2.044 -0.092 -2.273  H32 0.921, H37 0.971
23 H -1.059 -1.720 1.853  C20 1.125
24 N -0.051 1.554 2.434  H2 1.003, C7 1.488, H36 0.994
25 H -1.901 -2.930 -1.018  O5 0.985
26 H -2.097 2.476 -0.347  O30 0.918
27 H 2.899 -1.153 1.144  C8 1.152
28 H -0.812 -1.059 3.447  C20 1.122
29 H 1.684 0.218 0.920  C8 1.125
30 O -1.515 2.190 -0.998  H26 0.918, H33 0.983
31 H 0.754 -2.429 0.110  N14 0.954
32 H -2.890 0.008 -2.621  O22 0.921
33 H -0.588 2.237 -0.675  O30 0.983
34 H 1.348 3.271 -0.093  O19 0.985
35 H -1.522 -1.519 -1.333  O5 0.912
36 H -0.697 2.095 2.962  N24 0.994
37 H -1.836 0.728 -1.796  O22 0.971

The LUMO energy comes out at -2.337 eV. As for the net charge: +1. The calculation puts the total energy at -20277.462 eV. The energy above the lowest of the compared OMol25 structures with the same formula, charge and spin is 1.5070 eV.

Mulliken population analysis, charges in e, atoms 1 to 5:
1 H 0.448
2 H 0.206
3 H 0.374
4 C -0.067
5 O -0.539


Record 5
Entry from the OMol25 dataset: a cluster of 7 separate species, C5H25N2O7 in total in a non-equilibrium geometry (ωB97M-V/def2-TZVPD).

Each atom is followed by the atoms it is bonded to, with distances in Å.
Atoms and positions in Å:
1 H -2.147 0.668 2.073  C8 1.109
2 N 1.182 0.540 2.590  H10 1.022, H12 1.036, C14 1.544, H18 1.014
3 H -3.792 -1.355 -2.322  O35 0.949
4 H -0.059 3.483 -3.497  O36 0.959
5 H -2.700 -0.986 -3.408  O35 0.977
6 H -1.584 -0.746 -0.170  N34 1.001
7 H -1.621 -3.756 2.004  O22 0.963
8 C -1.215 1.263 2.149  H1 1.109, C14 1.509, H17 1.101, H20 1.091
9 H -0.814 -1.553 -2.082  C37 1.072
10 H 1.874 -0.014 2.081  N2 1.022
11 H -1.263 2.783 -1.504  O25 0.966
12 H 1.080 0.499 3.620  N2 1.036
13 H -0.316 -0.702 2.206  C14 1.065
14 C -0.127 0.271 1.816  N2 1.544, C8 1.509, H13 1.065, C32 1.618
15 H 1.113 0.256 -0.074  C32 1.124
16 H 0.678 2.144 -3.361  O36 0.968
17 H -1.493 2.165 1.581  C8 1.101
18 H 1.571 1.456 2.396  N2 1.014
19 O 1.967 -0.613 -1.631  C21 1.205
20 H -1.181 1.660 3.165  C8 1.091
21 C 0.984 -0.361 -2.282  O19 1.205, C37 1.519, H38 1.112
22 O -1.430 -3.535 2.921  H7 0.963, H30 0.970
23 H -1.150 0.061 -2.461  C37 1.093
24 O 3.318 0.066 1.103  H27 1.000, H29 1.000
25 O -1.444 3.107 -0.612  H11 0.966, H39 0.969
26 H -0.104 1.511 -0.117  C32 1.093
27 H 4.295 -0.150 1.097  O24 1.000
28 H 2.122 -3.538 1.043  O33 0.944
29 H 2.830 -0.508 0.446  O24 1.000
30 H -0.492 -3.312 2.814  O22 0.970
31 H 2.144 -2.942 -0.493  O33 0.931
32 C 0.053 0.485 0.223  C14 1.618, H15 1.124, H26 1.093, N34 1.432
33 O 2.183 -2.823 0.429  H28 0.944, H31 0.931
34 N -0.613 -0.629 -0.381  H6 1.001, C32 1.432, C37 1.505
35 O -2.892 -1.085 -2.456  H3 0.949, H5 0.977
36 O -0.115 2.622 -3.078  H4 0.959, H16 0.968
37 C -0.466 -0.560 -1.877  H9 1.072, C21 1.519, H23 1.093, N34 1.505
38 H 1.049 0.054 -3.312  C21 1.112
39 H -1.423 4.075 -0.637  O25 0.969

The LUMO energy comes out at -2.482 eV. As for the net charge: +1. The calculation puts the total energy at -22895.217 eV. The energy above the lowest of the compared OMol25 structures with the same formula, charge and spin is 4.1631 eV.

Mulliken population analysis, charges in e, atoms 1 to 5:
1 H 0.362
2 N -0.167
3 H 0.277
4 H 0.267
5 H 0.301


Record 6
Entry from the OMol25 dataset: a cluster of 8 separate species, C5H25NO7 in total in a non-equilibrium geometry (ωB97M-V/def2-TZVPD).

Each atom is followed by the atoms it is bonded to, with distances in Å.
Atoms and positions in Å:
1 H 1.888 1.427 -0.581  O3 0.955
2 H 0.855 -0.638 -1.494  C16 1.087
3 O 2.442 1.001 0.069  H1 0.955, H7 0.958
4 H 3.313 -3.555 -1.114  O22 0.959
5 H -2.621 2.102 -2.613  O32 0.966
6 H 0.847 1.534 2.133  O27 0.955
7 H 2.015 0.856 0.914  O3 0.958
8 H -1.459 0.714 0.018  C30 1.090
9 O -1.167 3.399 0.172  H13 0.973, H35 0.973
10 H 1.206 -2.601 1.276  O19 0.983
11 H 0.126 -0.160 -3.970  C15 1.091
12 H 2.457 -2.522 -1.843  O22 0.962
13 H -0.971 4.218 -0.316  O9 0.973
14 C -0.833 -1.756 -0.923  C16 1.526, H21 1.102, C23 1.495, H25 1.129
15 C -0.361 -0.836 -3.266  H11 1.091, C16 1.329, H37 1.053
16 C -0.015 -1.049 -2.000  H2 1.087, C14 1.526, C15 1.329
17 H 1.577 1.002 3.457  O27 0.959
18 H -0.828 -1.774 2.400  N33 1.033
19 O 2.139 -2.749 1.547  H10 0.983, H26 0.957
20 H -1.644 -2.682 1.285  N33 1.027
21 H -0.655 -2.840 -1.011  C14 1.102
22 O 3.225 -3.091 -1.949  H4 0.959, H12 0.962
23 C -0.465 -1.226 0.425  C14 1.495, H24 1.115, C30 1.567, N33 1.523
24 H 0.625 -1.010 0.528  C23 1.115
25 H -1.926 -1.834 -1.198  C14 1.129
26 H 2.232 -2.108 2.251  O19 0.957
27 O 1.297 0.808 2.560  H6 0.955, H17 0.959
28 H -2.415 -0.352 0.999  C30 1.146
29 H -0.975 0.511 1.714  C30 1.074
30 C -1.338 0.007 0.838  H8 1.090, C23 1.567, H28 1.146, H29 1.074
31 H -0.370 3.034 1.912  O34 0.966
32 O -2.152 2.909 -2.363  H5 0.966, H38 0.953
33 N -0.728 -2.271 1.500  H18 1.033, H20 1.027, C23 1.523
34 O -0.109 3.153 2.835  H31 0.966, H36 0.953
35 H -1.703 2.838 -0.415  O9 0.973
36 H -0.836 3.706 3.103  O34 0.953
37 H -1.183 -1.163 -3.837  C15 1.053
38 H -1.491 3.000 -3.043  O32 0.953

The LUMO energy comes out at -0.040 eV. The calculation puts the total energy at -21411.939 eV. The energy above the lowest of the compared OMol25 structures with the same formula, charge and spin is 1.6036 eV.

Mulliken population analysis, charges in e, atoms 1 to 5:
1 H 0.298
2 H 0.212
3 O -0.671
4 H 0.318
5 H 0.303